ORCA calculation (ωB97M-V with the def2-TZVPD basis set) on C11H25ClGaIN2OP2 as an isolated structure at a distorted geometry.

Geometry (Å):
C  -5.7510  -2.1531  -3.6732
C  -5.0631  -1.8384  -2.3614
H  -6.7781  -2.4831  -3.4394
H  -5.2172  -2.9506  -4.2057
H  -5.7850  -1.2621  -4.3131
O  -5.5562  -1.9304  -1.2607
I  -2.9700  -1.1432  -2.3769
Ga  0.2899  0.0953  -0.0243
P  -0.4929  2.3572  0.1322
C  -0.6921  3.2898  1.6788
C  0.7168  3.3627  -0.8075
H  0.3019  4.3663  -0.9830
H  -2.3039  3.5257  -0.9820
H  0.9369  2.8718  -1.7641
H  -1.9567  1.9295  -1.7444
H  0.2586  3.3096  2.2314
H  1.6512  3.4554  -0.2384
C  -2.0490  2.4728  -0.7920
H  -1.0018  4.3308  1.4787
H  -2.8528  2.0054  -0.2067
H  -1.4546  2.8115  2.3086
P  1.0061  -2.1454  0.4409
C  1.3411  -2.8427  2.0846
C  -0.1278  -3.2742  -0.4118
H  2.5337  -1.8980  -1.4342
H  2.9129  -3.3642  -0.4577
H  3.3846  -1.7377  0.1237
C  2.6169  -2.3054  -0.4186
H  -0.3388  -2.8960  -1.4233
H  0.3066  -4.2831  -0.4688
H  1.7040  -3.8818  2.0038
H  0.4205  -2.8384  2.6848
H  -1.0761  -3.3195  0.1418
H  2.1037  -2.2475  2.6084
Cl  0.7913  0.1241  -2.1947
N  3.3336  1.2040  2.9503
C  4.0314  1.5403  1.8026
C  3.2134  1.2509  0.7647
N  2.0198  0.7433  1.2495
C  2.1212  0.7268  2.5824
H  3.6751  1.3022  3.9029
H  5.0190  1.9447  1.7909
H  3.4033  1.3752  -0.2762
H  1.3734  0.3994  3.2972

- Total charge: +2
- Relative energy (zero: lowest compared OMol25 entry of this formula, charge and spin): 0.0000 eV
- Highest occupied orbital energy: -14.33 eV
- LUMO energy: -7.135 eV



ORCA calculation (ωB97M-V with the def2-TZVPD basis set) on one molecule with the formula C6H8ClNS at a distorted geometry.

Geometry (Å):
C  -0.1514  -1.0230  1.7156
C  0.1627  0.3370  1.1042
N  1.1821  1.0729  1.7031
C  1.5918  2.1091  1.0309
S  0.8210  2.1262  -0.5334
C  -0.2932  0.8965  -0.1154
C  -1.0380  0.0428  -1.1177
C  -0.2558  -0.7366  -2.1987
Cl  0.6915  -1.9338  -1.2302
H  -1.4024  -1.1592  1.3985
H  -0.1987  -0.9385  2.9060
H  0.6238  -1.9274  1.2778
H  2.1770  2.7585  1.5217
H  -2.0693  0.6017  -1.5005
H  -1.5263  -0.8479  -0.4470
H  -0.9857  -1.1535  -2.7992
H  0.6710  -0.2247  -2.7156

- SMILES: Cc1ncsc1CCCl
- Relative energy (zero: lowest compared OMol25 entry of this formula, charge and spin): 2.3738 eV
- Highest occupied orbital energy: -8.81 eV
- LUMO energy: 0.712 eV



ORCA calculation (ωB97M-V with the def2-TZVPD basis set) on a 10-piece molecular cluster, C34H74BFN3O11PSi overall at a distorted geometry.

Geometry (Å):
H  -0.6036  1.9450  1.3748
N  -1.0073  0.9726  1.2203
C  -2.1819  0.9092  1.9304
C  -2.6290  2.2432  2.8322
C  -3.1876  -0.3826  2.0201
Si  -2.5690  -1.9341  1.0097
C  -1.9484  -1.4450  -0.7890
C  -3.1246  -0.5526  -1.5739
F  -2.5860  0.1383  -2.7962
B  -1.1965  -2.9566  1.9831
O  -1.1997  -4.4148  1.7189
N  -0.2307  -2.2063  2.8806
C  0.9650  -1.6617  2.1289
C  0.2841  -3.0414  4.0307
P  -4.3856  -3.1998  0.7285
N  -4.2178  -4.2772  -0.6823
O  -4.5569  -4.2654  2.1261
H  -3.1203  3.0351  2.1007
H  -3.3974  1.9408  3.6709
H  -1.6542  2.7313  3.3155
H  -4.2831  -0.1681  1.6107
H  -3.2802  -0.6614  3.1767
H  -1.8173  -2.4191  -1.4666
H  -0.9141  -0.8538  -0.7420
H  -3.9544  -1.3075  -1.9333
H  -3.6154  0.1928  -0.8031
H  -1.7890  -4.7899  2.4649
H  0.6727  -1.1151  1.1234
H  1.7603  -2.4798  1.8685
H  1.4816  -0.8407  2.8168
H  1.4678  -3.1287  3.9405
H  0.0638  -2.5618  5.1012
H  -0.1287  -4.1347  4.0809
H  -3.2550  -4.2839  -1.0849
H  -4.9426  -4.0462  -1.4185
H  -5.1636  -5.0015  1.7701
C  -0.3873  -3.0361  9.2321
C  0.0939  -3.9588  8.1443
C  1.2307  -4.8883  8.4756
O  -0.4219  -3.9534  7.0277
H  -1.2111  -2.4237  8.8502
H  -0.7503  -3.6205  10.0813
H  0.4248  -2.3747  9.5444
H  0.9397  -5.5551  9.2911
H  2.1148  -4.3093  8.7542
H  1.4717  -5.4946  7.5960
C  1.9598  -3.3179  -2.1232
C  2.4882  -2.0730  -1.4619
C  2.3313  -0.7730  -2.2045
O  3.0274  -2.1164  -0.3573
H  2.1422  -4.1797  -1.4725
H  0.8832  -3.2238  -2.2857
H  2.4754  -3.4813  -3.0730
H  1.2712  -0.5657  -2.3705
H  2.8633  -0.8232  -3.1578
H  2.7581  0.0398  -1.6072
C  2.2371  2.7686  4.6824
C  2.1928  2.4448  3.2129
C  3.4980  2.1294  2.5324
O  1.1310  2.4382  2.5922
H  1.2224  2.9752  5.0391
H  2.6369  1.9170  5.2385
H  2.8538  3.6555  4.8489
H  3.9538  1.2494  2.9928
H  4.1708  2.9878  2.6032
H  3.3130  1.9154  1.4743
C  5.8310  -0.6550  -0.8734
C  6.2667  0.7263  -1.2838
C  7.4786  0.8368  -2.1699
O  5.6560  1.7262  -0.9094
H  4.9439  -0.5810  -0.2354
H  5.5769  -1.2428  -1.7590
H  6.6287  -1.1435  -0.3082
H  7.2978  0.3155  -3.1132
H  8.3496  0.4147  -1.6624
H  7.6757  1.8925  -2.3850
C  0.0539  0.4675  -5.4244
C  1.0530  -0.4297  -6.1050
C  0.6536  -1.0392  -7.4221
O  2.1533  -0.6559  -5.6040
H  0.4782  0.8355  -4.4842
H  -0.1730  1.3237  -6.0645
H  -0.8573  -0.0932  -5.2013
H  0.4534  -0.2501  -8.1512
H  -0.2309  -1.6670  -7.2880
H  1.4725  -1.6628  -7.7964
C  1.0958  3.8584  -9.4464
C  1.2186  2.4671  -10.0081
C  2.3071  2.2204  -11.0182
O  0.4587  1.5666  -9.6553
H  0.2680  3.8886  -8.7299
H  2.0178  4.1321  -8.9274
H  0.8874  4.5671  -10.2518
H  3.2831  2.4212  -10.5692
H  2.1527  2.8562  -11.8936
H  2.2764  1.1727  -11.3360
C  -3.6586  6.3834  4.6129
C  -4.7979  5.5630  4.0696
C  -6.1953  5.9935  4.4277
O  -4.5949  4.5788  3.3604
H  -2.7094  5.9557  4.2732
H  -3.7315  7.4099  4.2449
H  -3.6780  6.3683  5.7055
H  -6.3810  7.0026  4.0514
H  -6.3276  5.9611  5.5121
H  -6.9152  5.3092  3.9661
C  0.4591  6.3322  1.6147
C  -0.7464  7.1252  2.0438
C  -1.2728  8.1602  1.0858
O  -1.2807  6.9348  3.1351
H  0.7270  5.6232  2.4052
H  0.2304  5.7717  0.7049
H  1.3046  7.0038  1.4458
H  -1.5786  7.6811  0.1524
H  -0.5044  8.9132  0.8933
H  -2.1445  8.6541  1.5283
C  -1.1136  -7.7662  -2.0585
C  -1.4290  -6.5656  -2.9101
C  -2.0797  -6.8135  -4.2447
O  -1.1652  -5.4260  -2.5300
H  -0.6468  -7.4360  -1.1245
H  -2.0344  -8.3036  -1.8184
H  -0.4161  -8.4224  -2.5852
H  -3.0435  -7.3084  -4.1020
H  -1.4252  -7.4272  -4.8688
H  -2.2485  -5.8562  -4.7493

- SMILES: [H]/N=C(\C)C[Si@@](CCF)(B(O)N(C)C)P(N)O.CC(C)=O.CC(C)=O.CC(C)=O.CC(C)=O.CC(C)=O.CC(C)=O.CC(C)=O.CC(C)=O.CC(C)=O
- Highest occupied orbital energy: -7.27 eV
- LUMO energy: 0.717 eV



ORCA calculation (ωB97M-V with the def2-TZVPD basis set) on a 2-piece molecular cluster, C3F2O overall at a distorted geometry.

Geometry (Å):
C  -0.4839  -0.0066  0.3168
C  0.1044  0.2954  -0.7856
C  0.8965  -0.2133  0.4229
O  1.8883  -0.6328  0.9408
F  -2.3815  -0.1296  1.1011
F  -0.0238  0.6869  -1.9961

- Relative energy (zero: lowest compared OMol25 entry of this formula, charge and spin): 3.3131 eV
- Highest occupied orbital energy (alpha / beta): -11.49 / -11.21 eV
- LUMO energy (alpha / beta): -2.676 / -2.556 eV



ORCA calculation (ωB97M-V with the def2-TZVPD basis set) on C24H60Mg2N2O18 as an isolated structure at a distorted geometry.

Geometry (Å):
Mg  7.8977  -1.5150  -3.7066
Mg  12.5064  2.1315  -4.7517
N  11.4933  0.2886  -7.1003
O  12.0802  1.0837  -6.3491
O  10.2949  0.2721  -7.1302
O  12.2442  -0.3709  -7.7996
N  10.5823  0.0730  -3.4244
O  11.0610  1.1842  -3.7537
O  9.3395  -0.1377  -3.4382
O  11.2697  -0.8391  -3.1620
C  11.9808  -0.7622  0.4614
O  12.9697  0.2732  0.4439
C  14.1661  -0.0832  1.1302
C  15.1981  0.9637  1.2345
O  16.0231  0.9906  0.0592
C  17.1907  1.8034  0.1038
H  12.4188  -1.7398  0.2599
H  11.2563  -0.5592  -0.3273
H  11.5550  -0.7518  1.4647
H  14.6461  -0.9280  0.6362
H  13.8582  -0.3713  2.1353
H  15.7543  0.6924  2.1318
H  14.8267  1.9847  1.3223
H  17.6792  1.7437  -0.8688
H  17.7861  1.3977  0.9217
H  16.9976  2.8536  0.3229
C  9.6868  -2.6119  -5.7500
O  9.1111  -2.7589  -4.4572
C  9.6762  -3.8645  -3.7427
C  9.3270  -3.6835  -2.2530
O  8.6216  -2.4148  -2.0315
C  8.5646  -2.0485  -0.6030
H  9.2957  -1.7210  -6.2414
H  9.5009  -3.5000  -6.3539
H  10.7615  -2.4526  -5.6615
H  10.7582  -3.8795  -3.8729
H  9.2894  -4.7856  -4.1787
H  10.2963  -3.6360  -1.7565
H  8.7210  -4.4921  -1.8442
H  7.7113  -2.5369  -0.1324
H  8.4056  -0.9847  -0.4266
H  9.5472  -2.1651  -0.1457
C  14.3923  -0.3220  -4.6736
O  13.8982  0.9709  -4.1676
C  14.3646  1.2510  -2.8288
C  14.1934  2.7764  -2.5848
O  12.8805  3.1387  -3.0224
C  12.3542  4.3867  -2.3919
H  15.4648  -0.4157  -4.5032
H  14.3531  -0.4384  -5.7567
H  13.8021  -1.0743  -4.1503
H  15.4272  1.0175  -2.7618
H  13.8700  0.6086  -2.1003
H  15.0172  3.3544  -3.0036
H  14.3931  2.9924  -1.5352
H  11.5068  4.7483  -2.9743
H  13.1223  5.1524  -2.2828
H  11.9862  3.9920  -1.4448
C  6.7493  0.8689  -1.9590
O  6.6872  -0.4074  -2.5664
C  5.3390  -0.9298  -2.5652
C  5.2811  -2.3730  -2.9554
O  6.3735  -2.6486  -3.8377
C  6.1279  -3.9623  -4.3895
H  6.0701  1.6274  -2.3482
H  7.7716  1.2372  -2.0448
H  6.6330  0.8072  -0.8770
H  4.7319  -0.3774  -3.2825
H  4.8668  -0.8429  -1.5867
H  4.3019  -2.4827  -3.4215
H  5.3608  -3.0051  -2.0711
H  6.9714  -4.3824  -4.9373
H  5.3172  -3.8304  -5.1060
H  5.8387  -4.7766  -3.7252
C  3.2872  -0.6924  -6.0917
O  4.5791  -1.2347  -5.9161
C  5.4337  -1.0075  -6.9997
C  6.8544  -1.3316  -6.5742
O  7.2510  -0.7038  -5.3456
C  7.2161  0.7003  -5.3879
H  3.2864  0.3921  -6.2012
H  2.6170  -0.9905  -5.2855
H  2.8004  -1.2109  -6.9177
H  5.4256  0.0120  -7.3853
H  5.2116  -1.5732  -7.9046
H  7.5885  -1.1454  -7.3581
H  6.9856  -2.4011  -6.4099
H  6.2200  1.1026  -5.5724
H  7.9491  1.1252  -6.0736
H  7.4048  1.0786  -4.3832
C  8.1791  4.3197  -2.9307
O  9.1113  3.7614  -3.7924
C  9.2486  4.4430  -5.0537
C  10.2176  3.6556  -5.9662
O  11.5839  3.6828  -5.4400
C  12.1692  4.9661  -5.5233
H  8.1580  3.7325  -2.0125
H  7.2235  4.5504  -3.4014
H  8.6608  5.2506  -2.6316
H  9.5011  5.4866  -4.8659
H  8.3155  4.4120  -5.6164
H  10.2112  3.9653  -7.0113
H  9.9950  2.5905  -5.9027
H  11.7129  5.7042  -4.8637
H  12.1520  5.3593  -6.5398
H  13.1899  4.7974  -5.1801

- Total charge: +1
- Highest occupied orbital energy (alpha / beta): -4.50 / -8.86 eV
- LUMO energy (alpha / beta): -1.781 / -1.802 eV
- Spin multiplicity: 2



ORCA calculation (ωB97M-V with the def2-TZVPD basis set) on a 2-piece molecular cluster, CH2ClNOS overall at a distorted geometry.

Geometry (Å):
C  1.2150  0.1897  0.0540
N  -0.5019  -0.9850  -0.1665
O  -2.9675  -0.5765  -0.2299
S  -1.6490  -0.0131  -0.0022
Cl  0.6728  1.7654  -0.1339
H  1.8012  -0.4211  -0.5710
H  1.4294  0.0406  1.0495

- Relative energy (zero: lowest compared OMol25 entry of this formula, charge and spin): 1.1038 eV
- Highest occupied orbital energy (alpha / beta): -7.25 / -10.78 eV
- LUMO energy (alpha / beta): -0.811 / -3.355 eV
- Spin multiplicity: 3